# 1
DFT (ωB97M-V with the def2-TZVPD basis set) results for 3 unconnected molecules or ions with the total composition C18H39BN4O6P.

```
! RIJCOSX wB97M-V def2-TZVPD def2/J DEFGRID3
* xyz 1 1
N 4.169 -0.132 -0.728
C 3.151 0.493 0.199
C 1.853 1.060 -0.612
N 1.267 0.020 -1.509
C 0.177 0.519 -2.330
N 0.062 1.741 -2.829
B -1.106 2.162 -3.717
O -2.320 2.730 -3.244
O -0.908 1.978 -5.149
N -0.897 -0.451 -2.691
C -1.619 -0.949 -1.475
O -2.057 0.128 -0.618
C -3.488 0.263 -0.626
C -4.280 0.134 0.708
C -5.836 0.299 0.725
C -6.680 0.614 -0.554
C -5.880 0.743 -1.883
C -4.328 0.564 -1.920
P -0.088 -1.778 -3.568
O 0.605 -2.789 -2.609
H 4.244 0.457 -1.580
H 3.823 -1.048 -1.075
H 3.686 1.415 0.640
H 2.856 -0.200 1.057
H 1.100 1.521 0.124
H 2.280 1.920 -1.266
H 1.977 -0.494 -2.051
H 0.787 2.450 -2.643
H -2.964 2.629 -3.994
H -1.121 1.040 -5.379
H -1.050 -1.734 -0.874
H -2.576 -1.475 -1.861
H -3.789 -0.064 1.717
H -6.404 0.197 1.714
H -7.821 0.740 -0.537
H -6.483 0.964 -2.830
H -3.817 0.657 -2.948
H -0.981 -2.498 -4.433
H 0.991 -1.212 -4.361
C 10.240 1.936 -1.523
C 8.985 2.687 -1.109
O 7.781 2.024 -1.473
C 7.582 0.728 -0.924
C 7.553 0.712 0.595
H 10.246 1.768 -2.604
H 11.132 2.507 -1.251
H 10.310 0.960 -1.040
H 8.972 3.655 -1.616
H 8.991 2.900 -0.036
H 8.336 0.034 -1.311
H 6.618 0.375 -1.298
H 8.497 1.049 1.026
H 7.360 -0.300 0.960
H 6.767 1.375 0.968
C -3.924 -2.071 5.428
C -5.158 -1.190 5.327
O -5.952 -1.454 4.177
C -6.480 -2.771 4.062
C -7.384 -3.164 5.216
H -3.299 -1.958 4.536
H -3.334 -1.801 6.308
H -4.183 -3.128 5.512
H -4.840 -0.147 5.252
H -5.768 -1.262 6.232
H -5.667 -3.493 3.933
H -7.060 -2.792 3.135
H -6.853 -3.166 6.170
H -7.790 -4.166 5.056
H -8.216 -2.460 5.307
*
```

For the molecular weight, the calculation gives 449.32 u. For the largest force on an atom, the calculation gives 5.39 eV/Å. As for the orbital gap: 0.2455 Ha. As for the energy: -47498.572 eV. The LUMO energy is -0.167 hartree.

These are the natural (NBO) partial charges, in e, on atoms 1 to 8:
1 N -0.8151
2 C -0.2279
3 C -0.2611
4 N -0.6464
5 C 0.7919
6 N -0.7617
7 B 1.2798
8 O -0.8472


# 2
DFT (ωB97M-V with the def2-TZVPD basis set) results for a molecular structure, C18H39NO2P2SiW.

```
! RIJCOSX wB97M-V def2-TZVPD def2/J DEFGRID3
* xyz 2 1
W -0.155 0.073 -1.002
P -2.455 1.191 -1.337
P 1.662 -1.395 0.088
N -0.014 -0.488 -2.615
H 0.368 1.645 -0.506
C -2.423 3.001 -1.577
H -3.416 3.363 -1.878
H -1.705 3.273 -2.357
H -2.128 3.516 -0.659
C -3.867 0.930 -0.222
H -4.741 1.507 -0.546
H -3.606 1.216 0.799
H -4.112 -0.135 -0.187
C -3.083 0.587 -2.931
H -4.033 1.086 -3.167
H -3.260 -0.492 -2.893
H -2.377 0.787 -3.740
C 3.161 -0.387 0.323
H 4.009 -0.987 0.668
H 2.953 0.379 1.066
H 3.451 0.129 -0.596
C 1.457 -2.530 1.492
H 2.368 -3.035 1.820
H 0.719 -3.312 1.291
H 1.097 -1.925 2.322
C 2.182 -2.609 -1.175
H 3.064 -3.196 -0.847
H 2.448 -2.176 -2.147
H 1.394 -3.349 -1.374
C 0.104 -0.927 -3.890
C 0.858 -0.530 -6.111
C 0.739 -0.082 -4.810
C -0.408 -2.195 -4.210
C -0.273 -2.625 -5.518
C 0.355 -1.795 -6.458
H 1.342 0.115 -6.844
H 1.088 0.883 -4.416
H -0.886 -2.755 -3.393
H -0.665 -3.606 -5.791
H 0.458 -2.135 -7.481
C -1.484 1.052 2.331
O -2.013 0.245 1.550
C -1.324 2.540 1.924
H -1.107 3.214 2.754
H -2.239 2.919 1.492
H -0.568 2.636 1.155
C -1.620 0.744 3.837
H -0.710 0.990 4.414
H -1.777 -0.335 3.874
H -2.464 1.237 4.290
C 2.964 -0.197 3.783
Si 1.189 0.330 3.550
C 0.592 -1.167 4.602
C 1.626 2.160 3.337
O 0.578 0.242 2.054
H 3.115 0.018 4.866
H 3.702 0.371 3.203
H 3.187 -1.262 3.583
H 0.521 -0.770 5.622
H -0.358 -1.596 4.256
H 1.326 -1.984 4.574
H 2.405 2.265 2.561
H 0.835 2.760 2.894
H 1.953 2.574 4.297
*
```

For the molecular weight, the calculation gives 575.39 u. For the largest force on an atom, the calculation gives 4.47 eV/Å. As for the orbital gap (alpha / beta): 0.1347 / 0.1370 Ha. As for the energy: -53144.974 eV. The LUMO energy (alpha / beta) is -0.365 / -0.364 hartree.

These are the natural (NBO) partial charges, in e, on atoms 1 to 8:
1 W 1.4359
2 P 1.0248
3 P 1.0618
4 N -0.4472
5 H -0.0927
6 C -0.9295
7 H 0.2818
8 H 0.2626


# 3
DFT (ωB97M-V with the def2-TZVPD basis set) results for 3 unconnected molecules or ions with the total composition C18H40B2NO9.

```
! RIJCOSX wB97M-V def2-TZVPD def2/J DEFGRID3
* xyz -1 1
C -1.583 -2.396 0.909
C -1.552 -1.269 1.326
C -1.667 0.097 1.876
B -3.062 0.181 2.749
O -3.304 1.379 3.569
C -4.683 1.198 3.865
C -5.262 0.785 2.448
N -5.666 2.061 1.778
B -6.358 -0.386 2.364
C -7.735 -0.383 3.184
O -6.112 -1.456 1.507
O -4.145 0.295 1.734
H -1.763 -3.438 0.809
H -0.758 0.374 2.426
H -1.757 0.762 1.002
H -3.067 -0.810 3.476
H -4.637 0.418 4.649
H -5.204 2.087 4.239
H -5.330 1.967 0.823
H -6.680 2.130 1.707
H -7.751 0.388 3.958
H -7.922 -1.390 3.575
H -8.523 -0.193 2.434
H -5.507 -2.084 1.914
C 4.361 2.567 -1.446
O 3.335 3.410 -0.975
C 3.244 4.630 -1.691
C 1.802 5.079 -1.835
O 1.037 4.321 -2.761
C 0.664 2.997 -2.386
C -0.354 2.924 -1.265
O 0.254 3.196 -0.015
C -0.632 3.798 0.910
H 5.345 2.987 -1.199
H 4.258 1.603 -0.951
H 4.285 2.415 -2.528
H 3.692 4.535 -2.687
H 3.799 5.390 -1.125
H 1.817 6.094 -2.241
H 1.302 5.138 -0.867
H 1.542 2.388 -2.168
H 0.199 2.571 -3.279
H -0.768 1.908 -1.220
H -1.166 3.632 -1.467
H -1.124 4.676 0.472
H -0.048 4.130 1.768
H -1.384 3.079 1.247
C 2.149 -0.841 -1.529
O 2.229 -2.168 -1.055
C 1.335 -3.048 -1.719
C 1.953 -4.421 -1.887
O 2.982 -4.493 -2.873
C 4.229 -3.884 -2.570
C 5.023 -4.584 -1.483
O 4.485 -4.305 -0.202
C 4.675 -5.353 0.719
H 1.200 -0.385 -1.227
H 2.967 -0.275 -1.083
H 2.249 -0.803 -2.620
H 1.053 -2.656 -2.702
H 0.433 -3.133 -1.101
H 1.168 -5.091 -2.246
H 2.295 -4.825 -0.933
H 4.106 -2.822 -2.354
H 4.809 -3.954 -3.494
H 6.057 -4.212 -1.498
H 5.028 -5.663 -1.678
H 4.328 -6.308 0.307
H 4.084 -5.130 1.605
H 5.731 -5.433 1.005
*
```

For the molecular weight, the calculation gives 436.14 u. For the largest force on an atom, the calculation gives 1.23 eV/Å. As for the orbital gap: 0.2566 Ha. As for the energy: -40583.013 eV. The LUMO energy is 0.091 hartree.

These are the natural (NBO) partial charges, in e, on atoms 1 to 8:
1 C -0.3950
2 C 0.0931
3 C -0.7549
4 B 0.6357
5 O -0.7304
6 C -0.0890
7 C 0.0117
8 N -0.8453


# 4
DFT (ωB97M-V with the def2-TZVPD basis set) results for 2 unconnected molecules or ions with the total composition C18H40BO8P2.

```
! RIJCOSX wB97M-V def2-TZVPD def2/J DEFGRID3
* xyz -1 1
C -3.641 3.016 -1.175
C -2.722 2.026 -1.892
O -1.553 1.782 -1.166
B -0.422 1.289 -1.969
C 0.918 1.247 -1.064
C 2.181 0.659 -1.711
C 2.468 -0.834 -1.465
C 3.099 -1.075 -0.085
C 3.298 -2.561 0.260
C 2.133 -3.299 0.949
C 1.655 -2.669 2.268
C 2.495 -3.106 3.482
C 2.761 -1.999 4.506
C 1.474 -1.398 5.114
C 1.057 -0.012 4.607
C 2.081 1.093 4.907
O 2.201 2.042 3.870
C 2.884 1.555 2.736
P -0.829 -0.501 -2.870
P -1.926 -1.545 -1.356
O -3.354 -1.288 -1.031
O -1.726 -3.125 -1.734
O -0.925 -1.386 -0.092
H -3.241 4.036 -1.169
H -4.621 3.011 -1.681
H -3.817 2.691 -0.142
H -3.282 1.083 -2.035
H -2.465 2.418 -2.894
H -0.239 2.022 -2.946
H 0.734 0.801 -0.072
H 1.126 2.315 -0.874
H 2.145 0.855 -2.793
H 3.074 1.199 -1.344
H 1.560 -1.441 -1.570
H 3.173 -1.191 -2.234
H 4.082 -0.578 -0.062
H 2.489 -0.560 0.665
H 3.510 -3.091 -0.683
H 4.205 -2.682 0.876
H 2.481 -4.320 1.174
H 1.295 -3.409 0.247
H 0.596 -2.915 2.430
H 1.691 -1.575 2.191
H 3.459 -3.493 3.124
H 1.998 -3.945 3.997
H 3.363 -1.212 4.027
H 3.383 -2.404 5.313
H 1.585 -1.331 6.208
H 0.641 -2.097 4.943
H 0.854 -0.017 3.529
H 0.104 0.253 5.086
H 3.066 0.653 5.131
H 1.777 1.676 5.784
H 2.712 0.481 2.586
H 2.511 2.082 1.853
H 3.968 1.723 2.838
H -1.968 -0.307 -3.673
H -1.031 -3.196 -2.381
H -1.336 -1.772 0.680
C -5.994 1.920 -4.598
C -5.664 3.352 -4.984
O -4.333 3.233 -5.487
C -4.128 1.954 -5.887
O -3.189 1.579 -6.501
O -5.164 1.175 -5.493
H -7.033 1.647 -4.762
H -5.708 1.696 -3.570
H -6.305 3.722 -5.788
H -5.676 4.049 -4.150
*
```

For the molecular weight, the calculation gives 457.27 u. For the largest force on an atom, the calculation gives 0.86 eV/Å. The calculation puts the relative energy (zero: lowest compared OMol25 entry of this formula, charge and spin) at 0.00 kJ/mol. As for the orbital gap: 0.2600 Ha. As for the energy: -54953.560 eV. The LUMO energy is 0.097 hartree.

These are the natural (NBO) partial charges, in e, on atoms 1 to 8:
1 C -0.6134
2 C -0.0570
3 O -0.7316
4 B 0.2434
5 C -0.6774
6 C -0.3889
7 C -0.3964
8 C -0.3950


# 5
DFT (ωB97M-V with the def2-TZVPD basis set) results for a molecular structure, C18H40Br6N4O4.

```
! RIJCOSX wB97M-V def2-TZVPD def2/J DEFGRID3
* xyz 0 1
Br -1.961 -3.624 -1.291
C -2.823 -1.940 -0.664
C -3.051 -1.869 0.878
Br -1.500 -1.916 2.069
H -3.764 -1.833 -1.204
H -2.183 -1.136 -1.027
H -3.576 -2.731 1.288
H -3.567 -0.950 1.154
Br -2.144 0.702 -0.351
C -0.305 0.131 -1.007
C 0.572 -0.228 0.228
Br 1.274 1.509 1.099
H 0.132 0.828 -1.722
H -0.491 -0.782 -1.573
H 1.449 -0.740 -0.167
H 0.108 -0.904 0.946
Br -2.516 2.806 4.384
C -1.484 1.979 2.895
C -0.773 3.042 2.166
Br -1.926 4.563 1.387
H -2.321 1.524 2.366
H -0.809 1.215 3.281
H -0.109 2.671 1.385
H -0.138 3.586 2.866
C 3.477 0.157 2.807
O 3.944 0.939 3.671
N 4.076 -0.200 1.662
C 3.494 -1.226 0.707
C 5.483 0.124 1.380
H 2.414 -0.115 2.898
H 4.068 -2.132 0.516
H 3.306 -0.608 -0.171
H 2.446 -1.383 0.962
H 5.965 0.531 2.269
H 6.007 -0.719 0.930
H 5.536 0.864 0.581
C -3.509 1.223 1.191
O -3.098 0.301 1.936
N -4.173 2.301 1.653
C -4.590 3.344 0.694
C -4.889 2.282 2.908
H -2.967 1.491 0.270
H -4.038 3.369 -0.246
H -4.632 4.335 1.146
H -5.627 3.134 0.431
H -4.596 3.214 3.391
H -5.974 2.341 2.823
H -4.447 1.613 3.646
C 2.201 2.170 -3.854
O 3.308 2.554 -3.501
N 1.747 0.946 -3.781
C 0.399 0.741 -4.404
C 2.394 -0.232 -3.094
H 1.487 2.775 -4.434
H 0.151 1.485 -5.161
H -0.387 0.695 -3.650
H 0.547 -0.259 -4.811
H 2.159 -1.160 -3.616
H 3.438 0.009 -2.896
H 1.893 -0.303 -2.129
C 1.026 -2.687 -2.361
O 1.037 -1.451 -2.461
N 1.300 -3.337 -1.260
C 0.866 -4.687 -1.007
C 1.773 -2.602 -0.060
H 0.843 -3.403 -3.177
H 1.039 -5.420 -1.795
H -0.151 -4.856 -0.653
H 1.429 -5.079 -0.160
H 2.632 -3.067 0.422
H 2.043 -1.576 -0.312
H 1.053 -2.340 0.715
*
```

For the molecular weight, the calculation gives 855.97 u. For the largest force on an atom, the calculation gives 16.03 eV/Å. The calculation puts the relative energy (zero: lowest compared OMol25 entry of this formula, charge and spin) at 1964.38 kJ/mol. As for the orbital gap: 0.3202 Ha. As for the energy: -453700.736 eV. The LUMO energy is -0.001 hartree.

These are the Löwdin partial charges, in e, on atoms 1 to 8:
1 Br 0.7635
2 C -0.6314
3 C -0.5855
4 Br 0.8295
5 H 0.0695
6 H -0.1034
7 H 0.0503
8 H 0.0014


# 6
DFT (ωB97M-V with the def2-TZVPD basis set) results for 8 unconnected molecules or ions with the total composition C18H40BrCl14N3O2P.

```
! RIJCOSX wB97M-V def2-TZVPD def2/J DEFGRID3
* xyz 1 1
C -0.691 1.725 4.439
C -0.932 2.866 3.476
O -1.470 2.419 2.223
C -0.467 2.108 1.336
N -1.156 1.673 0.118
C -0.685 0.944 -0.826
N 0.547 0.406 -0.825
P 1.932 1.504 -1.152
C 1.652 2.177 -2.839
C 0.923 3.525 -2.834
C 3.289 0.283 -1.373
C 4.009 -0.004 -0.069
N -1.478 0.632 -1.947
Br -2.381 2.173 -2.571
C -2.451 -0.465 -1.592
C -1.859 -1.815 -1.977
C -2.947 -2.753 -2.444
O -1.162 -2.353 -0.874
H 0.324 1.368 4.419
H -0.945 2.071 5.428
H -1.375 0.930 4.209
H -0.030 3.449 3.333
H -1.676 3.513 3.908
H 0.179 2.946 1.100
H 0.167 1.299 1.685
H -2.114 2.006 0.028
H 0.696 -0.140 0.023
H 2.626 2.295 -3.291
H 1.138 1.430 -3.431
H 0.187 3.517 -3.620
H 0.360 3.642 -1.920
H 1.583 4.356 -3.001
H 2.839 -0.625 -1.754
H 3.932 0.689 -2.132
H 4.229 0.886 0.499
H 4.911 -0.536 -0.310
H 3.396 -0.660 0.532
H -3.385 -0.294 -2.096
H -2.645 -0.509 -0.527
H -1.167 -1.638 -2.789
H -3.616 -2.278 -3.143
H -3.520 -3.108 -1.594
H -2.512 -3.614 -2.930
H -1.230 -3.315 -0.936
C -1.338 -2.928 2.768
Cl -1.344 -3.267 4.498
Cl 0.292 -2.660 2.118
H -1.784 -3.768 2.249
H -1.911 -2.032 2.584
C -3.621 6.201 3.457
Cl -4.801 7.455 3.828
Cl -3.013 5.411 4.922
H -4.094 5.452 2.833
H -2.784 6.654 2.938
C 5.440 -3.008 -3.027
Cl 5.077 -2.917 -1.298
Cl 4.810 -1.597 -3.886
H 6.516 -3.038 -3.158
H 4.982 -3.903 -3.430
C 1.088 -5.576 -0.141
Cl -0.524 -5.842 -0.831
Cl 2.268 -5.148 -1.380
H 1.025 -4.765 0.573
H 1.405 -6.490 0.347
C -4.582 -0.651 3.889
Cl -4.103 -0.940 5.563
Cl -4.418 -2.109 2.897
H -5.621 -0.342 3.873
H -3.952 0.125 3.474
C -5.832 1.225 0.881
Cl -4.215 1.652 1.479
Cl -5.792 -0.216 -0.135
H -6.473 1.034 1.733
H -6.215 2.055 0.301
C 9.604 -1.642 -4.319
Cl 8.405 -1.217 -5.544
Cl 8.986 -2.863 -3.194
H 10.481 -2.043 -4.811
H 9.857 -0.753 -3.755
*
```

For the molecular weight, the calculation gives 937.76 u. For the largest force on an atom, the calculation gives 1.42 eV/Å. As for the orbital gap: 0.2786 Ha. As for the energy: -282517.780 eV. The LUMO energy is -0.133 hartree.

These are the Löwdin partial charges, in e, on atoms 1 to 8:
1 C -0.0401
2 C -0.2368
3 O -0.1751
4 C -0.1992
5 N 0.1621
6 C -0.5260
7 N -0.0649
8 P 1.0156


> The lowest energy belongs to which entry?

C18H40Br6N4O4